Formula: C70H141Cl27F3N13O39S6Y
Source: the Open Molecules 2025 dataset
Level of theory: the ωB97M-V functional and the def2-TZVPD basis

Positions of all 300 atoms, in Å:
Y 2.364 -2.994 -2.104
C -1.148 -0.485 -2.807
C -0.399 0.291 -1.735
C -1.407 1.299 -1.082
C -0.726 1.914 0.154
C -0.373 0.831 1.134
C 0.623 -0.230 0.573
N 0.153 -0.709 -0.741
O 1.129 -1.485 -1.352
C 0.733 -1.416 1.531
C 1.978 0.492 0.458
C 0.727 0.971 -2.408
H -0.486 -1.174 -3.292
H -1.518 0.277 -3.499
H -1.992 -1.053 -2.332
H -2.259 0.742 -0.814
H -1.646 2.025 -1.888
H -1.292 2.642 0.688
H 0.222 2.402 -0.184
H -1.247 0.227 1.321
H 0.016 1.351 2.075
H -0.178 -2.012 1.615
H 0.989 -0.988 2.486
H 1.549 -2.058 1.225
H 2.469 0.498 1.421
H 1.977 1.550 0.203
H 2.598 -0.022 -0.233
H 1.331 1.647 -1.772
H 0.327 1.567 -3.257
H 1.438 0.278 -2.924
C 4.118 -5.156 -2.911
O 2.878 -5.423 -2.246
O 4.155 -3.841 -3.140
C 5.291 -5.518 -2.000
F 6.428 -5.439 -2.717
F 5.422 -4.761 -0.894
F 5.215 -6.789 -1.576
C 2.211 -6.686 -2.153
C 1.968 -7.074 -0.703
H 1.416 -6.313 -0.103
H 1.274 -7.904 -0.773
H 2.866 -7.290 -0.179
H 2.869 -7.453 -2.606
H 1.278 -6.664 -2.726
H 4.299 -5.834 -3.840
C 0.613 8.924 -3.632
C -0.774 8.835 -4.076
O -1.119 9.395 -5.079
N -1.644 8.022 -3.431
C -3.047 8.074 -3.634
H 1.236 8.490 -4.408
H 0.787 8.494 -2.605
H 0.800 9.991 -3.552
H -1.308 7.330 -2.770
H -3.314 7.457 -4.458
H -3.402 9.050 -3.864
H -3.596 7.726 -2.787
C -1.522 -5.839 2.991
C -0.112 -6.301 3.413
O 0.866 -6.205 2.671
N -0.115 -6.924 4.647
C 1.164 -7.111 5.270
H -2.055 -5.213 3.686
H -2.162 -6.679 2.973
H -1.546 -5.273 2.087
H -0.873 -6.816 5.293
H 1.859 -6.336 4.952
H 1.577 -8.071 4.983
H 1.017 -7.028 6.357
C 4.239 0.858 -2.208
C 4.800 -0.559 -1.989
O 4.147 -1.524 -1.516
N 6.125 -0.660 -2.171
C 6.923 -1.830 -1.808
H 4.221 1.299 -1.186
H 3.239 0.772 -2.683
H 4.933 1.337 -2.934
H 6.559 0.154 -2.605
H 7.396 -2.320 -2.648
H 6.228 -2.620 -1.458
H 7.613 -1.700 -0.993
C 1.302 6.264 3.499
C 1.729 5.236 2.467
O 1.103 5.060 1.420
N 2.770 4.502 2.818
C 3.220 3.294 2.137
H 0.235 6.394 3.430
H 1.817 7.202 3.111
H 1.637 6.048 4.467
H 2.957 4.619 3.803
H 2.801 2.393 2.582
H 4.289 3.339 2.165
H 2.844 3.395 1.123
C -5.061 -3.295 -3.419
C -4.758 -4.657 -2.875
O -3.659 -5.111 -2.710
N -5.894 -5.394 -2.464
C -5.718 -6.813 -2.106
H -6.159 -3.074 -3.389
H -4.790 -3.370 -4.462
H -4.461 -2.540 -2.943
H -6.836 -5.063 -2.564
H -5.571 -6.902 -1.034
H -4.887 -7.195 -2.716
H -6.716 -7.232 -2.257
C -1.422 -5.683 -0.794
C -0.673 -4.390 -0.930
O 0.361 -4.365 -1.586
N -1.243 -3.272 -0.464
C -2.481 -3.057 0.295
H -0.981 -6.285 -0.002
H -1.387 -6.194 -1.738
H -2.464 -5.549 -0.609
H -0.808 -2.351 -0.726
H -3.158 -3.907 0.258
H -2.965 -2.202 -0.112
H -2.259 -2.834 1.342
C 0.526 4.888 -3.517
C 0.416 5.246 -2.046
O -0.696 5.575 -1.593
N 1.556 5.149 -1.346
C 2.825 4.596 -1.756
H -0.453 4.394 -3.786
H 1.361 4.218 -3.675
H 0.594 5.836 -4.096
H 1.433 5.319 -0.341
H 2.695 3.521 -1.968
H 3.491 4.683 -0.906
H 3.212 5.034 -2.650
C 4.574 -2.787 1.488
C 3.466 -3.721 1.132
O 2.907 -3.719 0.023
N 3.039 -4.536 2.145
C 3.140 -4.243 3.548
H 4.231 -1.744 1.431
H 5.401 -2.852 0.787
H 4.998 -2.989 2.469
H 2.176 -5.032 2.007
H 2.340 -4.711 4.126
H 3.027 -3.148 3.822
H 4.080 -4.548 4.008
C -1.278 -4.327 -4.428
C 0.192 -4.162 -4.684
O 0.993 -3.535 -3.976
N 0.709 -4.787 -5.770
C 2.116 -4.848 -6.113
H -1.847 -4.422 -5.321
H -1.585 -3.416 -3.923
H -1.386 -5.162 -3.729
H 0.077 -5.367 -6.301
H 2.404 -4.570 -7.116
H 2.418 -5.871 -5.909
H 2.636 -4.255 -5.357
C -3.902 3.296 -1.205
C -4.592 2.933 0.144
O -4.111 3.244 1.208
N -5.832 2.442 0.061
C -6.685 2.161 1.190
H -3.819 2.520 -1.975
H -2.829 3.584 -0.964
H -4.343 4.170 -1.738
H -6.132 2.154 -0.875
H -7.637 1.905 0.796
H -6.876 3.122 1.701
H -6.316 1.331 1.824
C 5.059 -3.318 8.624
C 5.004 -2.812 7.237
O 4.009 -2.846 6.537
N 6.160 -2.246 6.724
C 7.495 -2.317 7.358
H 5.287 -2.509 9.281
H 5.689 -4.223 8.650
H 4.074 -3.753 8.697
H 6.271 -1.990 5.734
H 7.673 -3.348 7.790
H 7.737 -1.492 8.040
H 8.216 -2.200 6.569
C 1.398 -0.777 -5.619
C 2.676 -1.344 -5.179
O 2.962 -1.436 -3.936
N 3.531 -1.749 -6.102
C 4.806 -2.457 -5.748
H 1.459 0.290 -5.619
H 0.565 -1.176 -5.037
H 1.107 -1.037 -6.647
H 3.285 -1.593 -7.064
H 4.880 -3.357 -6.407
H 4.664 -2.816 -4.699
H 5.699 -1.869 -5.889
C 6.877 1.291 3.767
Cl 6.490 2.921 4.303
Cl 5.491 0.364 3.217
Cl 7.629 0.359 5.122
H 7.599 1.381 2.988
C 1.338 2.112 -9.052
Cl -0.043 1.290 -8.560
Cl 2.802 1.147 -9.090
Cl 1.724 3.514 -8.045
H 1.213 2.498 -10.044
C -3.083 3.519 -6.108
Cl -1.867 2.289 -5.598
Cl -2.416 5.124 -6.230
Cl -4.508 3.370 -5.168
H -3.365 3.166 -7.114
C -5.386 -1.835 3.740
Cl -4.528 -3.324 4.226
Cl -4.352 -0.655 2.996
Cl -6.155 -1.094 5.123
H -6.141 -2.162 3.040
C -1.443 -3.038 -9.015
Cl -1.360 -2.429 -7.445
Cl 0.286 -3.630 -9.422
Cl -1.949 -1.916 -10.216
H -2.025 -3.898 -9.095
C -4.892 -0.421 -6.830
Cl -4.104 -0.707 -5.248
Cl -5.153 -2.007 -7.647
Cl -3.947 0.562 -7.935
H -5.882 0.057 -6.758
C 4.733 2.622 -6.229
Cl 3.476 2.579 -5.003
Cl 5.370 1.020 -6.559
Cl 6.009 3.647 -5.599
H 4.335 2.976 -7.178
C -6.836 -1.995 -0.208
Cl -6.388 -3.582 0.503
Cl -5.371 -1.016 -0.495
Cl -7.971 -1.199 0.888
H -7.276 -2.165 -1.169
C 7.073 4.028 -0.530
Cl 6.870 2.921 0.870
Cl 6.247 5.526 -0.230
Cl 6.284 3.341 -1.918
H 8.152 4.086 -0.633
C 2.533 -0.306 7.533
C 2.137 -1.518 8.242
O 1.145 -0.934 9.194
S 1.767 0.362 9.860
O 2.507 0.058 11.038
O 0.728 1.373 9.903
O 2.719 0.615 8.665
H 1.700 0.028 6.910
H 3.475 -0.201 7.052
H 2.977 -1.897 8.839
H 1.661 -2.323 7.690
C -1.810 6.625 1.187
C -3.132 6.983 0.470
O -3.397 8.344 0.831
S -2.621 8.741 2.198
O -3.561 9.100 3.209
O -1.535 9.603 1.952
O -2.131 7.274 2.511
H -0.962 7.148 0.729
H -1.622 5.583 1.409
H -3.942 6.391 0.863
H -3.030 6.799 -0.583
C -10.713 1.812 -2.447
C -10.496 3.158 -3.154
O -9.240 2.974 -3.894
S -8.508 1.597 -3.539
O -7.542 1.847 -2.482
O -8.056 0.915 -4.715
O -9.752 0.822 -3.055
H -11.714 1.467 -2.696
H -10.480 1.675 -1.379
H -10.465 4.021 -2.517
H -11.229 3.320 -3.947
C -0.082 3.093 7.443
C 0.632 4.140 6.638
O 0.512 3.609 5.293
S 0.557 1.994 5.275
O 1.918 1.665 5.073
O -0.471 1.454 4.458
O 0.274 1.836 6.800
H -1.155 3.146 7.346
H 0.256 2.976 8.457
H 1.642 4.364 6.823
H 0.077 5.085 6.741
C -0.956 -1.626 4.777
C -1.656 -1.440 6.158
O -1.081 -2.518 6.942
S -0.995 -3.831 6.072
O -2.273 -4.536 6.129
O 0.185 -4.510 6.424
O -0.832 -3.136 4.749
H 0.097 -1.407 4.682
H -1.543 -1.355 3.895
H -2.698 -1.576 6.023
H -1.451 -0.463 6.529
C -2.498 4.047 3.661
C -3.408 2.923 4.129
O -3.356 2.935 5.598
S -3.395 4.507 5.983
O -2.498 4.759 7.138
O -4.773 4.895 5.956
O -2.586 5.041 4.751
H -2.887 4.447 2.763
H -1.511 3.667 3.524
H -3.124 1.975 3.810
H -4.417 3.104 3.791

The value obtained for the HOMO-LUMO gap is 7.297 eV. The charge is +1. The calculation puts the energy relative to the best compared isomer or geometry (same formula, charge and spin) at 0.0 kcal per mole. For the total energy, the calculation gives -21550.3025 a.u.

---

Formula: C18H22Cl2F20HfNO14P3S2
Source: the Open Molecules 2025 dataset
Level of theory: the ωB97M-V functional and the def2-TZVPD basis

Positions of all 83 atoms, in Å:
Hf -2.108 -2.340 0.957
P -2.455 1.399 2.215
F -3.998 1.059 1.929
F -2.248 1.587 0.628
F -2.768 2.937 2.444
F -0.879 1.558 2.467
F -2.574 1.075 3.795
F -2.188 -0.289 1.962
P -0.701 -4.969 -0.729
F -0.367 -3.509 -1.353
F -2.250 -4.356 -0.725
F -0.871 -5.635 -2.130
F -1.201 -6.177 0.188
F 0.835 -5.282 -0.565
F -0.635 -4.156 0.791
P -4.200 -1.738 -1.322
F -3.926 -0.583 -2.367
F -4.283 -2.878 -2.437
F -2.581 -2.134 -1.299
F -4.329 -2.865 -0.157
F -3.792 -0.842 0.011
F -5.743 -1.456 -1.369
N -0.155 -1.458 0.593
S 0.438 -0.332 -0.450
O 1.188 -0.764 -1.571
O 0.758 0.921 0.142
F -1.027 -0.117 -1.029
S 1.442 -1.714 1.269
O 1.819 -0.786 2.277
O 2.367 -2.287 0.364
F 1.014 -2.996 2.117
Cl 0.035 1.992 -2.847
C -1.275 3.107 -2.401
C -2.346 2.894 -3.454
Cl -3.737 4.094 -3.368
H -0.932 4.132 -2.299
H -1.721 2.863 -1.436
H -2.896 1.961 -3.384
H -1.956 2.992 -4.463
C -0.836 -1.657 3.939
O -1.535 -2.657 3.139
C -1.467 -3.970 3.716
C -2.663 -4.765 3.297
O -3.050 -4.384 1.971
C -3.860 -5.418 1.355
H 0.074 -2.047 4.398
H -1.541 -1.362 4.712
H -0.456 -0.815 3.368
H -1.248 -3.923 4.782
H -0.541 -4.429 3.353
H -3.516 -4.558 3.947
H -2.413 -5.824 3.292
H -3.346 -6.372 1.457
H -4.113 -5.234 0.320
H -4.776 -5.490 1.946
C 1.494 5.928 0.601
C 1.687 4.605 0.520
C 2.950 3.880 0.939
O 3.089 2.684 1.041
C 4.045 4.796 1.247
C 3.851 6.107 1.406
C 2.531 6.791 1.206
O 2.365 7.926 1.588
O 4.875 6.959 1.604
O 0.720 3.803 0.047
H 0.646 6.367 0.094
H 5.044 4.386 1.316
H 4.465 7.838 1.694
H 0.947 2.873 0.232
C 4.384 0.343 -4.525
C 4.089 1.653 -4.478
C 3.823 2.359 -3.185
O 3.686 3.564 -3.153
C 3.826 1.500 -2.002
C 4.106 0.199 -2.035
C 4.405 -0.512 -3.346
O 4.652 -1.696 -3.381
O 4.150 -0.535 -0.919
O 4.055 2.442 -5.555
H 4.441 -0.058 -5.530
H 3.441 1.886 -1.066
H 3.868 -1.440 -1.119
H 3.896 3.344 -5.222

The value obtained for the HOMO-LUMO gap is 5.915 eV. The charge is 0. The calculation puts the energy relative to the best compared isomer or geometry (same formula, charge and spin) at 0.0 kcal per mole. For the total energy, the calculation gives -6593.9762 a.u.